[1]
9
Properties=species:S:1:pos:R:3:forces:R:3:mulliken_charge:R:1 method="wB97M-V/def2-TZVPD" homo_energy_ev=-10.116 homo_lumo_gap_ev=11.102 smiles=FC1(Cl)CC1 total_energy_ha=-676.6879 relative_energy_kcal_mol=33.7
C -0.4720 0.5429 -0.0947 -3.17 0.24 2.90 0.712
C 0.3557 -0.4082 0.7502 1.99 2.56 2.12 -0.660
C 0.4157 -0.3688 -0.7674 1.44 1.43 -2.34 -0.521
H 1.0760 0.2399 1.4666 -0.79 -1.50 -2.47 0.206
H 0.0776 -1.2362 1.4132 -0.90 0.27 -0.99 0.251
H -0.0345 -1.0163 -1.5557 0.41 -0.04 1.35 0.281
H 1.2061 0.2517 -1.2299 0.17 -0.80 0.42 0.210
F -0.4328 1.9652 0.0242 0.70 -2.69 -0.50 -0.265
Cl -2.1919 0.0299 -0.0065 0.14 0.52 -0.49 -0.215

***

[2]
47
Properties=species:S:1:pos:R:3:forces:R:3:mulliken_charge:R:1 method="wB97M-V/def2-TZVPD" homo_energy_ev=-5.413 homo_lumo_gap_ev=6.697 charge=-1 total_energy_ha=-1260.2653 relative_energy_kcal_mol=0.0
C 3.2673 3.7278 1.9159 -0.03 0.31 0.18 -0.413
C 4.5213 3.2715 1.2069 0.25 0.07 -0.05 -0.366
C 4.1189 1.9438 0.5290 -0.63 0.45 0.52 0.076
O 4.8897 1.3040 -0.1725 -0.43 -0.01 0.19 -0.711
N 2.8105 1.6361 0.8590 0.73 1.02 0.25 -0.314
C 2.2507 2.6072 1.6617 0.85 -0.35 -0.46 0.306
O 1.1180 2.6040 2.1360 0.23 -0.15 -0.22 -0.719
H 3.4344 3.8458 2.9930 -0.30 0.12 -0.16 0.224
H 2.8967 4.6699 1.4934 -0.13 -0.15 0.30 0.215
H 4.8510 4.0004 0.4572 0.15 -0.30 0.08 0.242
H 5.3377 3.0950 1.9185 0.00 -0.03 -0.34 0.210
O -0.9621 1.7009 -4.3129 -0.03 -0.74 -0.53 -0.719
C -1.9057 0.9786 -3.9547 -0.79 0.57 0.66 0.561
O -2.5047 -0.0324 -4.3603 0.68 0.17 -0.74 -0.709
C -2.4747 1.4228 -2.5403 -0.48 0.50 -0.75 -0.342
C -3.9852 1.1786 -2.3635 0.19 0.76 -0.05 -0.837
C -4.0522 -0.0413 -1.5171 0.26 -0.42 0.46 0.600
C -2.7568 -0.4054 -1.1034 -1.34 -1.17 0.20 0.398
C -2.5635 -1.4880 -0.2433 -0.10 -0.02 -0.10 -0.795
C -3.6805 -2.2348 0.1516 -0.21 0.38 -0.16 -0.754
C -4.9723 -1.8709 -0.2597 0.24 0.01 -0.02 -0.428
C -5.1647 -0.7586 -1.0902 0.45 -0.04 0.08 -0.716
N -1.8216 0.4687 -1.6574 2.81 0.42 0.96 0.208
C -0.4938 0.4851 -1.4545 -1.75 0.62 -0.58 -0.323
C 0.2204 -0.6006 -0.9163 1.21 -1.28 0.81 -1.355
C 1.2071 -0.4205 0.0244 -1.81 0.56 -1.67 0.259
C 1.6854 -1.4738 0.8712 0.72 -1.79 0.84 0.497
C 2.2644 -1.1661 2.1277 -0.41 0.22 -0.63 -0.150
C 2.5736 -2.1587 3.0457 -0.11 -0.63 -0.28 -0.672
C 2.3487 -3.5072 2.7217 -0.01 0.39 -0.18 -0.299
C 1.8320 -3.8449 1.4613 0.15 0.17 0.03 -0.675
C 1.5186 -2.8479 0.5395 0.00 0.56 0.34 -0.316
H -2.1706 2.4529 -2.3333 0.06 -0.27 0.16 0.448
H -4.4089 2.0496 -1.8466 -0.17 -0.23 0.02 0.281
H -4.5088 1.0635 -3.3188 0.33 -0.07 0.11 0.384
H -1.5684 -1.7391 0.1066 -0.33 -0.10 0.03 0.734
H -3.5359 -3.1066 0.7903 -0.06 0.28 -0.13 0.409
H -5.8311 -2.4567 0.0755 0.27 0.17 -0.12 0.346
H -6.1575 -0.4389 -1.4120 0.24 -0.20 0.13 0.400
H 0.0319 1.4001 -1.7480 -0.38 -0.18 0.04 0.569
H -0.0569 -1.6154 -1.2277 -0.36 0.50 0.30 0.680
H 1.5630 0.5996 0.2079 0.01 -0.37 0.34 0.884
H 2.4331 -0.1150 2.3427 -0.03 -0.18 0.04 0.241
H 2.9926 -1.8852 4.0118 -0.07 -0.09 -0.18 0.378
H 2.5925 -4.2928 3.4395 -0.09 0.22 -0.20 0.353
H 1.6837 -4.8940 1.1936 0.06 0.33 0.10 0.350
H 1.1329 -3.1108 -0.4493 0.12 -0.03 0.38 0.360